A single C21H33NO4 molecule at a distorted geometry. Source: OMol25; level of theory: ωB97M-V with the def2-TZVPD basis set.

Output
HOMO: -8.724 eV
Orbital gap: 8.940 eV
2S+1: 1
Relative energy (zero: lowest compared OMol25 entry of this formula, charge and spin): 20.0803 eV
DFT total energy: -1175.0463 a.u.
SMILES: CCCCCCCCCCCC(=O)N[C@H](C(=O)O)[C@@H](O)c1ccccc1
E_LUMO: 0.22 eV

Geometry (Å):
H1 1.851 0.528 1.018
C1 -0.988 -0.632 4.014
H2 -0.351 0.284 1.317
H3 2.226 -1.653 -3.062
H4 -0.233 -1.616 1.373
H5 0.857 -1.307 3.415
C2 -4.340 1.131 3.500
H6 6.495 -0.019 -3.886
C3 -3.379 1.484 1.135
C4 -2.310 2.291 0.269
H7 -4.234 1.970 4.281
C5 4.705 -1.478 -3.431
C6 -2.195 0.319 -1.156
H8 3.434 -0.384 -4.632
C7 -3.295 -0.376 -0.650
H9 -2.680 3.071 2.880
C8 -3.865 0.335 0.560
C9 -5.513 0.523 3.297
C10 -1.966 0.424 3.649
H10 -1.684 -0.063 -1.924
C11 -1.821 1.701 -0.782
O1 -1.443 1.806 3.623
H11 3.156 -1.159 -0.984
C12 1.291 -0.799 -0.570
C13 3.551 -0.487 -3.762
H12 5.483 -2.316 -5.893
H13 -3.512 -0.644 3.426
O2 -3.472 3.338 2.699
C14 5.835 -1.248 -5.707
O3 -5.661 -0.867 3.293
C15 2.670 -0.335 -1.448
N1 -3.329 0.332 3.391
H14 3.034 0.362 -1.011
H15 -0.904 -0.502 5.005
H16 0.812 0.350 3.416
H17 0.422 0.099 -0.885
C16 1.489 -0.615 0.926
H18 -5.044 2.571 1.903
H19 6.779 -1.973 -3.992
C17 5.964 -1.224 -4.075
H20 -4.743 -0.188 0.875
H21 -1.055 1.975 -1.274
H22 6.884 -1.184 -6.298
H23 5.041 -0.553 -6.038
H24 -3.628 -1.198 -1.032
H25 -7.390 0.716 3.182
C18 0.461 -0.541 3.318
H26 0.772 -1.580 -0.811
H27 -1.960 3.397 0.740
H28 1.660 -0.001 -3.093
H29 4.263 -2.289 -3.703
H30 4.973 -1.404 -2.397
H31 3.982 0.502 -3.176
C19 2.447 -0.594 -2.916
H32 -1.341 -1.534 3.675
H33 2.262 -1.358 1.300
C20 0.074 -0.646 1.667
O4 -6.466 1.320 3.149
C21 -4.069 1.938 2.291

Results of the Mulliken charge analysis, in e, for atoms 1 through 5: H 0.21; C -1.06; H 0.06; H 0.28; H 0.51